C4H10N2 | the ωB97M-V functional and the def2-TZVPD basis

CARTESIAN COORDINATES (ANGSTROEM)
1 N -1.6866 0.3027 -0.6242
2 N -0.2746 -1.1677 1.5714
3 C 0.8779 -0.3227 1.1616
4 C 0.4787 0.9211 0.3770
5 C 0.1951 0.4534 -2.0636
6 C -0.3228 0.5368 -0.8364
7 H -0.3075 -0.1461 -2.8208
8 H 0.0346 1.8274 0.8172
9 H 1.2468 0.6312 -2.2542
10 H -1.9617 0.1625 0.3333
11 H 1.4081 1.3866 0.0235
12 H 1.5448 -0.9101 0.5172
13 H -2.1767 -0.0806 -1.4061
14 H 1.4485 -0.0580 2.0548
15 H 0.1857 -1.7520 2.2641
16 H -0.6903 -1.7847 0.8851

Forces on atoms 1 to 2 (eV/Å):
1.3521 0.5236 0.3974
0.8919 0.3683 1.3298

The HOMO energy comes out at -7.92 eV. The calculation puts the total energy at -267.88365 Ha. The energy relative to the best compared isomer or geometry (same formula, charge and spin) is 109.4 kJ/mol. The largest force on an atom comes out at 1.6 eV/A. Its molar mass is 86.1 g/mol. For the lowest unoccupied orbital energy, the calculation gives 1.054 eV. Its SMILES is C=C(N)CCN. As for the charge: 0.

Atomic partial charges in e from the Mulliken method, atoms 1 to 5:
1 N -0.486
2 N -0.667
3 C -0.340
4 C -0.942
5 C -1.042